{"formula": "CHF4N2", "method": "the ωB97M-V functional and the def2-TZVPD basis", "symbols": ["F", "F", "F", "F", "N", "N", "C", "H"], "coordinates": [[1.87858, -1.27718, 1.96787], [0.54221, 1.26992, 0.51227], [-2.54088, -1.21121, 2.45284], [-1.80294, 0.12256, 4.04709], [0.71493, -0.80177, 2.05641], [-1.45150, -0.83841, 3.09194], [-0.27863, -0.87939, 2.64743], [0.31206, 1.50612, -0.28892]], "e_tot_ha": -547.01931, "lumo_energy_ha": -0.2594, "e_homo_ev": -17.68, "gap_ev": 10.619, "e_above_lowest_kj_mol": 250.23, "fmax_ha_per_bohr": 0.0863, "total_charge": 1}



{"formula": "CHFINO", "method": "the ωB97M-V functional and the def2-TZVPD basis", "symbols": ["I", "F", "O", "N", "C", "H"], "coordinates": [[-2.39374, 0.09722, 0.00666], [-0.15501, -3.94146, 0.02925], [-0.75088, 1.08837, -0.00392], [0.77694, -1.76080, -0.08402], [0.22420, -2.76972, -0.06630], [-0.14306, 0.66906, -0.49524]], "e_tot_ha": -566.16060, "lumo_energy_ha": -0.0117, "e_homo_ev": -9.31, "gap_ev": 8.993, "e_above_lowest_kj_mol": 33.87, "smiles": "N#CF.OI", "fmax_ha_per_bohr": 0.1026}



{"formula": "CHFN2O", "method": "the ωB97M-V functional and the def2-TZVPD basis", "symbols": ["F", "O", "N", "N", "C", "H"], "coordinates": [[0.96452, -1.56412, 0.42549], [1.10802, 1.44111, 0.46926], [-0.95590, 0.22588, -0.12347], [0.03796, -0.26581, -0.91900], [0.44593, 0.65655, -0.02765], [-1.60054, -0.49361, 0.17536]], "e_tot_ha": -323.11964, "lumo_energy_ha": [-0.0948, -0.0825], "e_homo_ev": [-10.84, -11.80], "gap_ev": [8.260, 9.558], "e_above_lowest_kj_mol": 383.69, "fmax_ha_per_bohr": 0.0416}



{"formula": "CHFN2O3", "method": "the ωB97M-V functional and the def2-TZVPD basis", "symbols": ["F", "O", "O", "O", "N", "N", "C", "H"], "coordinates": [[-4.24137, -0.73492, -0.18469], [-1.11984, 0.80747, 0.40346], [-0.05212, -1.99907, 0.25935], [1.40798, -0.44561, 0.03888], [1.10134, -1.73473, 0.06308], [-2.14581, 0.24590, 0.17940], [-3.29399, 0.03188, 0.21050], [0.62919, 0.15670, 0.20139]], "e_tot_ha": -473.55933, "lumo_energy_ha": -0.0300, "e_homo_ev": -10.31, "gap_ev": 9.497, "e_above_lowest_kj_mol": 361.55, "smiles": "[O-][N+]#CF.O=NO", "fmax_ha_per_bohr": 0.0315}



{"formula": "CHFN2OS", "method": "the ωB97M-V functional and the def2-TZVPD basis", "symbols": ["S", "F", "O", "N", "N", "C", "H"], "coordinates": [[1.31783, -0.62812, -0.12158], [1.92012, -1.57427, 1.06175], [1.35811, -1.33830, -1.35370], [4.03301, 1.46329, -0.00822], [0.09067, -0.04479, 0.53127], [3.11085, 0.79731, -0.03533], [-0.61119, 0.37040, -0.05269]], "e_tot_ha": -721.36023, "lumo_energy_ha": -0.0860, "e_homo_ev": -12.11, "gap_ev": 9.773, "e_above_lowest_kj_mol": 263.16, "fmax_ha_per_bohr": 0.1004}



{"formula": "CHFNO3", "method": "the ωB97M-V functional and the def2-TZVPD basis", "symbols": ["F", "O", "O", "O", "N", "C", "H"], "coordinates": [[2.12830, -1.79328, 0.08655], [-1.98532, 0.83601, -0.92765], [0.71958, -1.81755, -0.16353], [-0.43632, 1.84747, 0.42586], [0.20884, 0.26221, -0.03844], [-1.03957, 0.92626, -0.20681], [0.40449, -0.26111, 0.82402]], "e_tot_ha": -418.87949, "lumo_energy_ha": [0.1495, 0.1495], "e_homo_ev": [-4.32, -4.32], "gap_ev": [8.390, 8.392], "e_above_lowest_kj_mol": 287.80, "fmax_ha_per_bohr": 0.0361, "total_charge": -1}